{
  "formula": "C4H8O2",
  "method": "ωB97M-V/def2-TZVPD",
  "symbols": ["C", "C", "C", "O", "O", "C", "H", "H", "H", "H", "H", "H", "H", "H"],
  "coordinates": [[-2.270905, -0.107171, -0.030816], [-0.995451, 0.517272, 0.523591], [0.241103, -0.050016, -0.135078], [0.249600, -0.750584, -1.119930], [1.359588, 0.314709, 0.517391], [2.569044, -0.196422, -0.043978], [-3.121631, 0.100388, 0.624092], [-2.501068, 0.278400, -1.027433], [-2.158501, -1.190643, -0.122008], [-0.984086, 1.604304, 0.372409], [-0.901570, 0.366731, 1.604609], [3.360177, 0.071972, 0.656302], [2.507088, -1.281110, -0.160414], [2.755640, 0.252067, -1.023559]],
  "forces_ev_per_angstrom": [[-0.07, -0.03, -0.03], [0.00, 0.00, 0.01], [-0.11, -0.14, -0.25], [0.01, 0.28, 0.37], [-0.14, -0.01, -0.03], [0.24, -0.07, -0.07], [0.11, 0.02, -0.09], [0.05, -0.06, 0.12], [-0.04, 0.13, 0.05], [0.03, -0.16, 0.03], [0.01, -0.02, -0.15], [-0.11, -0.03, -0.11], [0.03, 0.15, 0.03], [-0.02, -0.06, 0.13]],
  "gap_ev": 11.40,
  "e_tot_ha": -307.69916,
  "smiles": "CCC(=O)OC",
  "homo_ev": -10.450,
  "relative_energy_kcal_mol": 8.3
}